A structure of composition C28H52InO2 in a non-equilibrium geometry, computed with ωB97M-V with the def2-TZVPD basis set.

Summary:
* net charge: -1
* E_LUMO: 2.40 eV
* gap between HOMO and LUMO: 0.2583 Eh

```
83
C28H52InO2 (ωB97M-V with the def2-TZVPD basis set)
C -6.402 -1.751 2.848
C -6.976 -1.913 1.289
C -5.683 -1.855 0.230
C -6.155 -0.960 -1.062
C -5.003 -0.736 -2.207
C -3.545 -0.236 -1.613
C -2.382 -0.868 -2.630
C -1.007 0.024 -2.625
In 0.124 -0.027 -0.632
C 0.459 2.162 0.020
C -0.919 2.919 0.476
C -1.409 2.633 2.010
C -0.229 2.204 3.061
C -2.086 4.030 2.632
C -3.184 4.718 1.609
C -4.222 3.628 0.942
C -5.523 3.198 1.522
C -5.669 1.613 1.965
C -6.854 4.151 1.724
C 2.151 -1.064 -1.021
C 3.506 -0.148 -1.243
C 4.944 -0.899 -1.483
C 5.034 -2.549 -1.535
C 3.703 -3.488 -1.322
C 2.255 -2.711 -1.053
H -6.061 -2.815 3.231
H -5.456 -1.050 2.908
H -7.232 -1.254 3.526
H -7.585 -0.916 1.078
H -7.622 -2.886 1.158
H -4.798 -1.376 0.854
H -5.444 -2.973 -0.094
H -6.622 0.085 -0.782
H -7.039 -1.569 -1.584
H -5.379 0.146 -2.917
H -4.885 -1.673 -2.937
H -3.287 -0.658 -0.549
H -3.409 0.926 -1.584
H -2.220 -1.981 -2.245
H -2.884 -0.984 -3.701
H -1.189 1.166 -2.915
H -0.276 -0.478 -3.408
H -0.759 -0.987 0.632
H 0.820 2.703 -0.982
H 1.360 2.269 0.772
H -1.772 2.554 -0.254
H -0.804 4.087 0.295
H -2.276 1.823 2.096
H 0.689 2.931 3.103
H -0.671 2.144 4.167
H 0.160 1.100 2.834
H -1.287 4.841 2.908
H -2.686 3.813 3.642
H -2.663 5.399 0.793
H -3.861 5.451 2.263
H -3.895 3.108 -0.077
H -4.635 1.029 1.937
H -6.232 1.466 2.997
H -6.368 1.114 1.138
H -6.878 5.043 0.964
H -6.926 4.472 2.849
H -7.790 3.456 1.476
H 3.395 1.021 -1.224
H 5.922 -0.271 -1.613
H 6.075 -3.052 -1.721
H 3.716 -4.661 -1.357
H 1.303 -3.368 -0.876
C 11.690 -3.687 -0.600
O 11.614 -2.550 -1.454
C 10.658 -2.725 -2.505
C 9.351 -1.989 -2.196
O 8.677 -2.573 -1.077
C 8.865 -1.820 0.117
H 12.242 -3.403 0.300
H 10.700 -4.042 -0.303
H 12.233 -4.491 -1.107
H 10.477 -3.790 -2.694
H 11.099 -2.295 -3.410
H 8.681 -2.088 -3.058
H 9.531 -0.920 -2.031
H 8.258 -0.913 0.078
H 9.917 -1.554 0.272
H 8.534 -2.430 0.963
```

=====

The ion C3H7N2O2 with charge +1 in a non-equilibrium geometry, computed with ωB97M-V with the def2-TZVPD basis set.

Summary:
* structure (SMILES): C=[N+](O)/C([O-])=C/[NH3+]
* net charge: +1
* E_LUMO: -3.94 eV
* gap between HOMO and LUMO: 0.3470 Eh

```
14
C3H7N2O2 (ωB97M-V with the def2-TZVPD basis set)
C 0.237 0.571 -0.154
C 2.620 -1.094 0.014
C -0.815 -0.284 0.013
N 1.915 -0.018 -0.102
N -2.046 0.493 0.187
O 0.202 1.784 -0.190
O 2.643 1.108 0.095
H 3.732 -0.892 0.168
H 2.048 -2.081 -0.176
H -0.873 -1.278 0.259
H -2.790 0.133 0.765
H -2.481 0.485 -0.694
H -1.876 1.520 0.469
H 1.909 1.750 0.149
```

=====

A cluster of 12 separate species, C72H162N6O12 in total in a non-equilibrium geometry, computed with ωB97M-V with the def2-TZVPD basis set.

Summary:
* <S²>: 0.751
* net charge: -1
* E_LUMO (alpha / beta): 1.71 / 1.69 eV
* spin multiplicity: 2
* gap between HOMO and LUMO (alpha / beta): 0.0504 / 0.2751 Eh

```
252
C72H162N6O12 (ωB97M-V with the def2-TZVPD basis set)
C 2.872 -3.129 0.723
C 2.338 -3.147 -0.701
C 2.362 -1.702 -1.296
O 3.081 -4.047 -1.473
H 2.454 -2.389 1.406
H 3.866 -2.692 0.825
H 2.760 -4.064 1.272
H 1.267 -3.325 -0.600
H 2.543 -1.005 -0.478
H 1.387 -1.408 -1.685
H 3.191 -1.667 -2.003
H 4.016 -3.889 -1.320
C 1.678 4.564 2.843
C 2.257 3.533 3.869
C 1.104 3.214 4.843
O 2.514 2.399 3.084
H 2.357 4.543 1.990
H 1.547 5.555 3.276
H 0.735 4.178 2.457
H 3.156 3.930 4.340
H 0.207 2.747 4.436
H 0.879 4.095 5.445
H 1.552 2.459 5.489
H 2.731 1.669 3.668
C -4.137 -1.860 5.130
C -5.216 -2.916 4.669
C -4.527 -4.035 3.898
O -5.846 -3.402 5.860
H -3.867 -1.201 4.304
H -3.359 -2.411 5.660
H -4.731 -1.209 5.771
H -5.938 -2.466 3.988
H -5.368 -4.693 3.678
H -3.691 -4.472 4.442
H -4.098 -3.577 3.006
H -6.521 -4.015 5.560
C -4.783 1.666 -4.575
C -4.436 0.274 -5.056
C -4.887 -0.854 -4.113
O -5.142 0.065 -6.255
H -5.754 2.144 -4.703
H -4.022 2.408 -4.819
H -4.548 1.706 -3.512
H -3.346 0.271 -5.050
H -4.643 -1.892 -4.342
H -5.971 -0.860 -4.223
H -4.879 -0.708 -3.033
H -5.624 0.866 -6.472
C -0.692 -3.627 -5.256
C 0.567 -3.926 -4.444
C 1.837 -3.119 -4.831
O 0.333 -3.486 -3.161
H -1.273 -2.768 -4.920
H -1.309 -4.515 -5.115
H -0.464 -3.610 -6.322
H 0.725 -5.004 -4.485
H 2.711 -3.504 -4.305
H 1.771 -2.035 -4.738
H 2.033 -3.331 -5.882
H 1.165 -3.518 -2.683
C -2.743 -6.013 -2.403
C -2.923 -4.548 -2.143
C -4.059 -4.144 -1.252
O -1.772 -3.973 -1.544
H -1.823 -6.295 -2.915
H -3.570 -6.467 -2.948
H -2.673 -6.550 -1.457
H -2.953 -3.959 -3.060
H -4.003 -3.058 -1.173
H -4.045 -4.492 -0.219
H -4.985 -4.471 -1.724
H -0.994 -3.847 -2.091
C 8.215 0.468 -1.995
C 7.703 1.161 -0.750
C 8.156 2.663 -0.828
C 7.432 3.538 -1.774
C 5.975 3.538 -1.386
C 5.302 2.094 -1.356
N 6.177 1.147 -0.602
O 5.680 -0.088 -0.498
C 3.995 2.296 -0.626
C 5.002 1.536 -2.737
C 8.426 0.572 0.524
H 8.274 -0.570 -1.670
H 9.114 0.867 -2.465
H 7.512 0.622 -2.814
H 8.088 3.255 0.084
H 9.232 2.785 -0.952
H 7.486 3.224 -2.817
H 7.774 4.573 -1.800
H 5.358 3.984 -2.166
H 5.829 4.097 -0.462
H 3.388 1.416 -0.416
H 4.236 2.741 0.340
H 3.438 3.017 -1.225
H 3.938 1.745 -2.850
H 5.671 2.016 -3.451
H 5.271 0.480 -2.728
H 9.487 0.387 0.355
H 8.056 -0.379 0.909
H 8.395 1.223 1.397
H 5.383 -0.178 0.411
C 0.852 -3.200 8.356
C 0.552 -3.341 6.835
C 0.959 -1.970 6.126
C 2.433 -1.848 5.837
C 2.966 -3.061 4.999
C 2.609 -4.428 5.699
N 1.227 -4.492 6.208
O 0.902 -5.757 6.738
C 2.933 -5.455 4.708
C 3.545 -4.589 6.902
C -0.968 -3.430 6.676
H 0.109 -2.688 8.967
H 1.902 -2.963 8.521
H 0.487 -4.106 8.841
H 0.313 -1.792 5.267
H 0.640 -1.161 6.783
H 2.996 -1.696 6.758
H 2.718 -0.893 5.396
H 4.054 -2.987 5.003
H 2.571 -2.971 3.987
H 2.884 -6.517 4.950
H 2.252 -5.317 3.868
H 3.943 -5.480 4.300
H 3.699 -3.735 7.563
H 3.476 -5.551 7.409
H 4.500 -4.797 6.420
H -1.360 -4.048 7.484
H -1.233 -3.918 5.738
H -1.358 -2.412 6.658
H 0.970 -5.567 7.676
C -2.336 -9.471 4.294
C -0.912 -8.767 4.133
C -0.138 -9.550 2.993
C -0.657 -9.183 1.608
C -0.681 -7.732 1.342
C -1.308 -6.852 2.480
N -0.902 -7.303 3.866
O -1.475 -6.567 4.890
C -0.651 -5.455 2.429
C -2.929 -6.785 2.294
C -0.170 -8.952 5.457
H -2.192 -10.551 4.262
H -3.042 -9.354 3.472
H -2.704 -9.235 5.292
H 0.914 -9.263 2.992
H -0.163 -10.635 3.089
H -1.720 -9.416 1.671
H -0.138 -9.851 0.920
H -1.213 -7.452 0.433
H 0.323 -7.416 1.059
H -0.862 -5.009 1.457
H -0.958 -4.778 3.225
H 0.435 -5.550 2.425
H -3.239 -7.712 1.811
H -3.510 -6.684 3.211
H -3.359 -6.023 1.643
H -0.349 -9.928 5.910
H -0.303 -8.144 6.176
H 0.895 -8.803 5.281
H -0.620 -6.334 5.258
C -4.058 5.076 -0.463
C -4.274 6.397 -1.301
C -2.940 6.921 -1.751
C -2.955 7.877 -2.931
C -3.575 7.207 -4.146
C -4.940 6.641 -3.898
N -4.956 5.952 -2.569
O -6.105 5.256 -2.357
C -5.959 7.828 -3.877
C -5.141 5.606 -5.079
C -4.993 7.394 -0.402
H -3.259 5.198 0.269
H -3.709 4.226 -1.048
H -4.874 4.719 0.166
H -2.501 7.474 -0.919
H -2.239 6.128 -2.014
H -1.924 8.157 -3.145
H -3.451 8.795 -2.617
H -2.893 6.441 -4.514
H -3.631 7.886 -4.997
H -5.944 8.287 -2.888
H -5.817 8.590 -4.644
H -7.017 7.575 -3.822
H -4.448 4.767 -5.012
H -6.180 5.279 -5.131
H -5.108 6.058 -6.070
H -4.390 7.600 0.482
H -5.977 7.020 -0.120
H -5.060 8.333 -0.952
H -6.599 6.013 -2.035
C -0.244 -1.889 2.152
C -0.692 -0.531 1.578
C 0.466 0.430 1.620
C 0.276 1.757 0.735
C -0.113 1.353 -0.712
C -1.374 0.424 -0.808
N -1.140 -0.760 0.131
O -2.083 -1.741 0.039
C -2.575 1.348 -0.401
C -1.495 -0.025 -2.312
C -1.837 -0.007 2.497
H 0.304 -2.208 1.266
H -1.168 -2.440 2.327
H 0.474 -1.974 2.967
H 0.631 0.895 2.591
H 1.450 -0.002 1.440
H 1.078 2.493 0.689
H -0.567 2.324 1.131
H 0.712 0.863 -1.229
H -0.275 2.230 -1.339
H -2.900 1.823 -1.326
H -3.377 0.753 0.037
H -2.345 2.169 0.279
H -0.778 -0.794 -2.598
H -2.450 -0.520 -2.489
H -1.384 0.912 -2.857
H -1.494 0.274 3.493
H -2.512 -0.846 2.667
H -2.560 0.674 2.047
H -1.783 -2.321 -0.664
C 0.938 5.303 -2.812
C 1.365 5.895 -4.232
C 0.151 5.544 -5.201
C 0.095 6.389 -6.505
C 0.165 7.856 -6.177
C 1.417 8.297 -5.319
N 1.492 7.374 -4.147
O 2.401 7.811 -3.144
C 2.708 8.279 -6.128
C 1.112 9.750 -4.823
C 2.712 5.427 -4.672
H 0.677 6.088 -2.102
H 1.730 4.687 -2.386
H 0.200 4.504 -2.870
H 0.183 4.508 -5.539
H -0.762 5.638 -4.612
H -0.866 6.258 -7.002
H 0.887 6.071 -7.183
H -0.697 8.012 -5.529
H -0.003 8.459 -7.070
H 3.507 8.213 -5.389
H 2.913 7.308 -6.578
H 2.792 9.067 -6.877
H 0.336 9.633 -4.066
H 2.016 10.174 -4.386
H 0.712 10.462 -5.544
H 3.028 5.728 -5.670
H 2.832 4.343 -4.654
H 3.435 5.892 -4.002
H 3.212 7.367 -3.400
```